HN2O3S | ωB97M-V/def2-TZVPD

```
7
Properties=species:S:1:pos:R:3:forces:R:3:lowdin_charge:R:1
N 0.00909 -1.80140 -0.06889 3.2 4.1 -3.0 0.03
N 0.71670 -0.88847 -0.93150 -3.9 -4.7 1.7 -0.47
O 0.44784 -0.83077 -2.13535 0.5 0.2 1.5 -0.13
O 2.25509 -0.25020 1.19234 -0.4 0.1 -0.6 -0.54
O 1.91967 1.35498 -0.71411 0.6 -1.1 0.8 -0.54
S 2.31755 -0.00573 -0.26183 0.4 1.7 -0.4 0.71
H 0.52863 -1.55219 0.78707 -0.3 -0.3 0.1 -0.05
```
Positions in Å, forces in eV/Å.

Output
Highest occupied orbital energy in eV: -4.52
Energy above the lowest of the compared OMol25 structures with the same formula, charge and spin in kcal/mol: 81.0
Frontier orbital gap in eV: 8.52
Charge: -1

C5H16NOSi | ωB97M-V/def2-TZVPD

```
24
Properties=species:S:1:pos:R:3:forces:R:3:lowdin_charge:R:1
C 2.25894 1.40459 -0.49797 -2.1 1.9 -1.6 -0.11
C 1.97069 0.01399 0.03677 -2.3 -0.2 1.1 -0.24
C 0.56866 -0.58164 -0.50795 1.6 0.8 3.8 -0.28
N 0.41339 -2.01745 0.06184 3.0 -1.8 -0.1 0.13
Si -1.05475 0.39800 -0.07903 -0.9 -1.1 -0.1 0.43
C -2.44909 -0.78274 -0.60783 1.8 -0.7 -2.5 -0.15
C -1.10787 0.86350 1.73635 -0.9 -0.3 -0.3 -0.13
O -0.91466 1.55221 -1.18183 -0.9 4.4 0.0 -0.16
H 1.65033 2.19606 0.09166 0.9 -1.4 -0.7 0.10
H 1.74304 1.47671 -1.53358 1.5 0.2 1.3 0.10
H 3.28182 1.82510 -0.49018 -0.4 -0.9 -0.2 0.09
H 2.67618 -0.81758 -0.10465 0.4 0.7 0.2 0.11
H 1.72558 0.24959 1.08493 0.9 -1.0 0.2 0.08
H 0.77096 -0.70629 -1.50053 -0.2 -0.4 -2.9 0.09
H 1.01331 -2.75359 -0.45839 -1.4 1.5 0.1 0.20
H 0.87532 -2.25760 1.03133 -2.1 1.3 -1.5 0.22
H -0.57684 -2.20483 -0.14528 0.2 -0.8 1.0 0.10
H -2.89766 -1.28819 0.16891 -0.8 -1.3 2.1 -0.01
H -3.32257 -0.36645 -1.11977 0.5 0.3 -0.3 0.05
H -2.00692 -1.63476 -1.31394 -1.0 1.7 1.0 0.08
H -1.83779 0.26411 2.34324 1.3 -0.2 -0.5 0.06
H -0.04313 0.79164 1.97688 -0.3 0.0 1.0 0.02
H -1.50445 1.85017 1.98598 0.5 0.3 -0.5 0.04
H -1.23248 2.52544 -0.97697 1.0 -3.1 -0.7 0.16
```
Positions in Å, forces in eV/Å.

Output
Highest occupied orbital energy in eV: -14.22
Energy above the lowest of the compared OMol25 structures with the same formula, charge and spin in kcal/mol: 11.2
Frontier orbital gap in eV: 10.70
SMILES: CC[C@@H]([NH3+])[Si](C)(C)O
Charge: +1

C26H45BFN2O10S | ωB97M-V/def2-TZVPD

```
86
Properties=species:S:1:pos:R:3:forces:R:3:lowdin_charge:R:1
C -4.04164 -6.71006 -0.96348 0.2 -0.3 0.3 -0.03
C -3.55223 -5.76368 0.11370 -0.3 -0.4 0.0 -0.19
O -2.11096 -5.80512 0.20224 0.1 0.3 0.0 0.07
B -1.37076 -4.77900 -0.22955 -0.2 -0.1 -0.2 -0.63
O -1.74550 -3.85652 -1.16949 0.7 -0.2 -0.1 0.19
C 0.09857 -4.65723 0.44468 -0.2 0.2 -0.6 0.08
C 1.26104 -4.50839 -0.35722 -0.2 0.1 -0.3 -0.10
C 1.27695 -4.43777 -1.85269 0.2 0.2 0.1 -0.08
C 2.24217 -3.37684 -2.45139 -0.1 -0.4 -0.4 -0.18
C 1.49610 -2.38553 -3.34333 0.4 0.5 0.3 -0.19
C 0.71979 -1.32233 -2.53349 0.1 -0.1 -0.3 -0.20
C 1.25828 0.09827 -2.72005 -0.2 0.4 0.0 -0.20
C 0.22146 1.18616 -2.36438 -0.1 0.1 0.2 -0.21
C 0.71980 2.19846 -1.32548 0.1 0.0 -0.1 -0.21
C 1.54290 3.35797 -1.92793 -0.5 -0.1 0.2 -0.19
C 0.79567 4.70801 -1.98359 0.5 0.2 -0.2 -0.21
C 1.68874 5.86848 -1.52609 -0.2 0.2 0.0 -0.18
C 1.72119 6.01696 0.00348 0.2 -0.2 -0.2 -0.23
O 3.04702 6.05309 0.49992 0.0 0.1 0.1 -0.20
C 3.37859 7.23725 1.20626 0.0 -0.1 -0.2 -0.10
N 2.43195 -4.44442 0.24784 -0.1 0.0 0.1 0.12
N 2.67052 -4.46997 1.54378 -0.2 0.0 0.2 0.21
C 1.62204 -4.56496 2.32152 0.2 -0.2 0.3 -0.30
O 1.86916 -4.51061 3.64242 0.0 -0.1 -0.4 0.11
C 0.30109 -4.67407 1.78938 0.3 0.2 0.7 -0.06
S -1.06999 -4.83538 2.94737 0.2 -0.4 0.2 0.69
O -1.53955 -6.16333 2.84727 -0.1 0.1 0.1 -0.18
O -0.76842 -4.22866 4.18207 -0.1 0.2 -0.1 -0.18
F -2.05677 -3.88296 2.19724 -0.1 0.0 0.0 -0.10
H -5.08927 -6.53054 -1.19264 0.1 0.1 -0.2 0.06
H -3.42387 -6.63586 -1.85850 -0.2 0.1 -0.1 0.09
H -3.96115 -7.73628 -0.60217 0.1 0.0 -0.1 0.09
H -3.90579 -6.09910 1.08841 0.0 0.1 0.0 0.13
H -3.90137 -4.74124 -0.03399 0.2 0.1 -0.2 0.13
H -2.14531 -4.26128 -1.94974 -0.6 0.3 0.2 0.14
H 0.27373 -4.21369 -2.19515 -0.1 -0.1 0.1 0.10
H 1.54406 -5.43815 -2.20661 -0.1 0.0 -0.1 0.15
H 2.99766 -3.89292 -3.04599 0.1 0.0 0.1 0.12
H 2.76823 -2.81906 -1.67140 0.0 0.0 0.0 0.11
H 2.25526 -1.87235 -3.93781 -0.1 0.0 -0.1 0.11
H 0.84885 -2.91101 -4.04704 0.0 -0.1 0.0 0.12
H 0.78355 -1.57317 -1.46845 -0.3 0.0 0.0 0.11
H -0.32997 -1.33177 -2.82806 0.0 -0.1 0.1 0.11
H 2.13284 0.26401 -2.08425 0.1 -0.2 -0.1 0.11
H 1.58969 0.24088 -3.75054 0.0 -0.1 0.0 0.11
H -0.06347 1.73533 -3.26533 -0.1 -0.1 0.0 0.11
H -0.69615 0.72525 -1.98834 0.0 -0.1 0.0 0.10
H 1.33461 1.67271 -0.58793 -0.1 -0.1 0.0 0.10
H -0.13024 2.60373 -0.77259 0.0 0.0 0.0 0.10
H 2.45523 3.49342 -1.34528 0.1 0.0 -0.1 0.11
H 1.81730 3.08185 -2.94895 0.3 0.0 0.1 0.11
H 0.47850 4.91549 -3.00705 -0.2 -0.1 0.0 0.11
H -0.09108 4.68066 -1.34596 -0.1 0.0 -0.1 0.10
H 2.71481 5.71668 -1.86687 0.0 0.0 0.0 0.11
H 1.34425 6.79792 -1.98503 0.0 0.0 0.0 0.11
H 1.17468 6.91329 0.30718 0.0 0.0 0.1 0.12
H 1.22995 5.14576 0.45334 0.0 0.1 0.1 0.12
H 4.29405 7.04859 1.76022 0.0 0.0 0.0 0.07
H 2.59575 7.49902 1.92144 0.0 0.1 0.0 0.08
H 3.54274 8.06344 0.50477 0.0 0.1 0.1 0.09
H 3.27429 -4.35995 -0.31306 0.0 0.1 0.0 0.19
H 1.96565 -5.38874 4.03690 0.0 0.0 0.1 0.15
O -6.13648 -4.14338 -2.91265 0.0 0.0 0.0 0.11
C -7.19052 -4.09849 -2.34416 0.1 0.0 0.1 -0.50
O -8.12022 -3.15765 -2.59785 0.0 0.0 0.0 0.03
C -9.22711 -3.28246 -1.68240 -0.1 0.0 0.1 -0.14
C -9.17880 -4.72632 -1.18972 0.1 0.0 -0.1 -0.15
C -7.68026 -5.01266 -1.23828 -0.3 0.0 -0.1 -0.09
H -9.08167 -2.56287 -0.87454 0.0 0.0 0.0 0.13
H -10.14111 -3.03420 -2.21425 0.0 0.0 -0.1 0.13
H -9.63448 -4.86139 -0.21187 0.0 0.1 0.0 0.12
H -9.69819 -5.37428 -1.89616 0.0 0.0 0.0 0.12
H -7.17624 -4.71725 -0.31522 0.0 -0.1 0.0 0.13
H -7.43978 -6.04578 -1.47436 0.1 0.0 0.1 0.12
O 3.50242 7.35695 4.53046 0.0 0.0 0.0 0.12
C 4.56751 7.85233 4.74923 0.0 -0.1 0.2 -0.48
O 5.63891 7.64926 3.94266 0.0 0.0 0.0 0.01
C 6.81001 8.27594 4.49439 0.1 0.1 0.0 -0.15
C 6.28081 9.36046 5.42632 -0.1 0.0 0.0 -0.15
C 4.97110 8.74166 5.91096 0.2 0.2 -0.2 -0.07
H 7.38526 7.51616 5.02757 0.0 0.0 0.0 0.13
H 7.41084 8.66146 3.67482 0.0 0.0 -0.1 0.12
H 6.97863 9.61564 6.22046 0.0 -0.1 0.0 0.12
H 6.07096 10.26642 4.85670 0.0 0.0 0.0 0.12
H 5.11115 8.10912 6.78912 0.0 0.0 0.0 0.13
H 4.19201 9.47059 6.11422 -0.1 -0.1 0.1 0.13
```
Positions in Å, forces in eV/Å.

Output
Highest occupied orbital energy in eV: -10.36
Frontier orbital gap in eV: 5.31
Charge: +1

C3H14NO2S | ωB97M-V/def2-TZVPD

```
21
Properties=species:S:1:pos:R:3:forces:R:3:lowdin_charge:R:1
C 0.38236 -1.32529 -0.18770 0.8 0.9 1.0 -0.15
C 1.62839 -0.59856 -0.63151 1.9 -0.1 0.1 -0.27
C 1.44086 0.39720 -1.76434 -0.3 0.5 0.6 -0.50
S 0.03995 1.53855 -1.44849 -0.2 0.1 -0.2 0.75
N -0.39136 -0.56122 0.88792 0.4 -0.5 -1.0 0.15
H -0.28271 -1.40878 -1.01108 -0.6 -0.6 -0.6 0.11
H 0.65788 -2.26442 0.27470 -0.2 -0.3 -0.2 0.13
H 2.41190 -1.33194 -0.88844 -0.7 -0.3 -0.7 0.13
H 2.25716 -0.18027 0.16913 -1.0 0.5 0.4 0.13
H 1.14996 -0.11206 -2.66440 0.0 -0.3 -0.5 0.07
H 2.32989 0.99257 -1.95889 0.0 -0.2 0.0 0.09
H 0.68869 2.61933 -1.00025 0.2 -0.1 0.1 -0.13
H -0.84066 -1.25938 1.45248 -0.5 -0.2 0.5 0.13
H 0.23338 0.01789 1.45006 0.0 0.3 0.4 0.10
H -1.11146 0.01067 0.44802 0.0 0.2 0.0 0.09
H -3.18189 -2.36687 -0.51869 -0.3 -0.1 0.0 0.06
H -3.61033 -1.61582 0.77438 -0.2 -0.2 -0.2 0.06
O -2.95360 -1.64455 0.07099 0.5 0.3 0.3 -0.04
H -0.50087 0.64849 3.50629 0.1 0.4 0.0 0.06
H 0.91694 0.46652 3.94293 0.3 0.3 -0.1 0.07
O 0.39895 0.91731 3.26054 -0.4 -0.8 0.1 -0.05
```
Positions in Å, forces in eV/Å.

Output
Highest occupied orbital energy in eV: -12.81
Energy above the lowest of the compared OMol25 structures with the same formula, charge and spin in kcal/mol: 10.3
Frontier orbital gap in eV: 9.68
Charge: +1

C11H7N2O6Ti | ωB97M-V/def2-TZVPD

```
27
Properties=species:S:1:pos:R:3:forces:R:3:mulliken_spin:R:1
O 0.58168 0.35397 -5.77205 -0.1 -1.1 1.9 0.00
C 0.49874 -0.20856 -4.78264 0.4 1.3 -2.6 0.02
Ti -0.74704 -1.25342 -1.64299 0.9 0.7 1.2 1.70
O -2.00433 0.91852 -3.70573 1.7 -2.7 2.8 0.12
C -1.53076 0.16610 -2.95180 -2.5 3.1 -3.1 0.00
C -2.35915 -1.46564 -0.24663 -4.2 -0.7 3.4 0.03
O -3.20505 -1.55361 0.54240 3.2 0.4 -2.8 0.07
C 0.58217 -2.57399 -0.66959 2.4 -3.4 2.7 -0.02
O 1.26986 -3.31503 -0.09383 -2.3 2.9 -2.4 0.06
C -1.53250 -2.97721 -2.71031 -1.7 -3.9 -2.3 0.01
O -1.92422 -3.93754 -3.22268 1.5 3.5 1.8 0.06
H 0.63243 -1.45010 -2.53392 0.7 -0.5 -0.5 -0.06
N 1.02310 1.27536 4.42576 -0.2 -0.4 -0.1 0.00
C 0.57753 0.36003 3.51665 0.0 -0.5 1.7 0.00
O 0.22245 -0.76486 3.86169 0.3 1.1 -0.9 0.00
C 0.55352 0.81407 2.09407 -0.1 -0.2 -0.7 0.00
C 0.96615 2.07374 1.63616 -0.4 -0.7 -0.3 0.00
C 0.89949 2.33862 0.27025 0.1 0.0 -0.2 0.00
C 0.43168 1.36623 -0.60945 0.1 0.3 0.6 0.02
N 0.01399 0.17834 -0.15535 -0.1 -0.3 0.1 -0.03
C 0.09004 -0.11477 1.16079 0.1 0.7 -0.3 0.00
H 1.02150 1.01392 5.40160 0.0 -0.1 -0.2 0.00
H 1.25759 2.22538 4.22007 0.0 0.1 -0.1 0.00
H 1.32412 2.82769 2.32827 0.0 0.0 -0.2 0.00
H 1.20254 3.29591 -0.13122 0.1 0.0 0.1 0.00
H 0.38457 1.51977 -1.69251 0.0 0.1 0.5 0.00
H -0.23008 -1.11293 1.46297 0.1 0.4 0.2 0.01
```
Positions in Å, forces in eV/Å.

Output
Highest occupied orbital energy (spin up / spin down) in eV: -12.05 / -13.42
⟨S²⟩: 2.009
Energy above the lowest of the compared OMol25 structures with the same formula, charge and spin in kcal/mol: 0.0
Frontier orbital gap (spin up / spin down) in eV: 6.85 / 8.23
2S+1: 3
Charge: +1

C3H8N2O | ωB97M-V/def2-TZVPD

```
14
Properties=species:S:1:pos:R:3:forces:R:3:lowdin_charge:R:1
C -1.19233 -1.42210 1.34727 0.4 0.2 -0.3 0.00
C -0.07836 -1.21786 0.33817 0.7 0.2 0.3 -0.53
O 0.28941 -2.11226 -0.38829 -0.4 0.0 -0.5 0.07
N 0.48688 0.04872 0.26607 -0.4 -0.7 0.6 0.03
C 0.76715 0.67732 -0.99006 -0.2 0.6 -0.6 -0.29
N 0.26697 2.06776 -0.99262 0.4 -0.2 0.3 0.00
H -1.63027 -2.36933 1.06390 -0.3 -0.1 0.3 0.08
H -0.84171 -1.45838 2.38007 0.1 0.0 -0.1 0.08
H -1.89873 -0.59997 1.23502 -0.1 -0.1 0.1 0.08
H 0.55677 0.53329 1.14562 -0.3 0.5 -0.3 0.13
H 1.81746 0.63189 -1.28331 0.2 -0.1 0.2 0.11
H 0.19509 0.15376 -1.75629 0.1 -0.2 0.1 0.12
H 0.35189 2.44343 -1.93277 -0.1 -0.1 0.0 0.06
H 0.90977 2.62372 -0.43278 -0.2 0.1 0.0 0.06
```
Positions in Å, forces in eV/Å.

Output
Highest occupied orbital energy in eV: -9.48
Energy above the lowest of the compared OMol25 structures with the same formula, charge and spin in kcal/mol: 22.6
Frontier orbital gap in eV: 10.41
SMILES: CC(=O)NCN
Charge: 0